The following is a quantum chemistry calculation of an isolated ion of composition C5H10BrN4 and charge +1 at a distorted geometry, from the Open Molecules 2025 dataset.

```
20
Properties=species:S:1:pos:R:3:nbo_charge:R:1
Br 1.014 1.425 -3.213 0.433
N 0.547 -0.370 -0.968 -0.135
N 2.407 -0.650 -2.220 0.063
N 1.297 0.042 -1.999 -0.046
N 2.489 -1.593 -1.279 -0.177
C -1.250 -0.607 0.771 -0.429
C 1.325 -1.453 -0.489 0.201
C -0.752 0.196 -0.508 -0.066
C -0.608 1.727 -0.109 -0.640
C -0.365 -0.319 2.088 -0.639
H -1.544 0.075 -1.301 0.259
H -0.464 2.421 -0.990 0.237
H 1.003 -2.035 0.410 0.280
H 0.699 -0.062 1.763 0.192
H -1.537 2.065 0.427 0.259
H 0.313 1.832 0.538 0.233
H -1.248 -1.729 0.620 0.226
H -0.745 0.570 2.663 0.242
H -2.307 -0.305 1.051 0.262
H -0.273 -1.229 2.745 0.244
```

Values from the calculation:
DFT total energy   -2989.1635 Ha
SMILES string   CC[C@@H](C)n1cnn[n+]1Br
Frontier orbital gap   10.16 eV
LUMO   -5.193 eV
Total charge   +1
Maximum force   4.02 eV/Å